# 1
{"formula": "C30H20N7Pd", "method": "wB97M-V/def2-TZVPD", "elements": ["Pd", "C", "C", "C", "C", "N", "C", "N", "C", "N", "C", "N", "C", "C", "C", "C", "C", "N", "C", "C", "C", "C", "C", "C", "H", "H", "H", "H", "H", "H", "H", "H", "H", "H", "H", "H", "C", "C", "N", "C", "C", "C", "C", "C", "C", "C", "C", "C", "N", "C", "H", "H", "H", "H", "H", "H", "H", "H"], "positions_angstrom": [[-0.974, 0.000, -0.182], [-1.126, -4.124, -1.560], [-1.049, -4.935, -0.388], [-1.018, -4.328, 0.811], [-1.049, -2.876, 0.966], [-1.086, -2.106, -0.204], [-1.142, -2.775, -1.385], [-1.041, -2.441, 2.178], [-1.067, -1.123, 2.565], [-1.119, 0.000, 1.780], [-1.067, 1.123, 2.565], [-1.041, 2.441, 2.178], [-1.049, 2.876, 0.966], [-1.018, 4.328, 0.811], [-1.049, 4.935, -0.389], [-1.126, 4.123, -1.560], [-1.142, 2.774, -1.385], [-1.087, 2.106, -0.204], [-1.001, 0.714, 3.899], [-0.929, 1.422, 5.123], [-0.858, 0.716, 6.291], [-0.858, -0.716, 6.291], [-0.929, -1.422, 5.123], [-1.001, -0.714, 3.899], [-1.183, -4.539, -2.556], [-1.027, -6.017, -0.462], [-0.972, -4.881, 1.739], [-1.220, -2.171, -2.275], [-0.972, 4.881, 1.739], [-1.027, 6.017, -0.463], [-1.183, 4.539, -2.556], [-1.220, 2.171, -2.275], [-0.931, 2.506, 5.119], [-0.803, 1.243, 7.238], [-0.803, -1.243, 7.238], [-0.931, -2.506, 5.119], [-1.248, 0.000, -4.468], [-1.478, 0.000, -3.092], [-0.512, 0.000, -2.192], [0.784, 0.000, -2.608], [1.097, 0.000, -3.978], [0.048, 0.000, -4.906], [2.469, 0.000, -4.413], [3.474, 0.000, -3.523], [3.202, 0.000, -2.111], [4.229, 0.000, -1.152], [3.916, 0.000, 0.180], [2.559, 0.000, 0.546], [1.592, 0.000, -0.336], [1.880, 0.000, -1.644], [-2.083, 0.001, -5.153], [-2.483, 0.000, -2.691], [0.278, 0.000, -5.965], [2.671, 0.000, -5.477], [4.506, 0.000, -3.855], [5.260, 0.000, -1.485], [4.683, 0.000, 0.942], [2.251, 0.000, 1.588]], "homo_lumo_gap_ev": 3.07, "charge": -1, "lumo_energy_ev": 1.48, "homo_ev": -1.584}

---

# 2
{"formula": "C5H10F9N2OSn", "method": "wB97M-V/def2-TZVPD", "elements": ["C", "Sn", "N", "N", "H", "H", "H", "H", "H", "H", "H", "H", "H", "H", "F", "C", "F", "F", "C", "O", "C", "F", "F", "F", "C", "F", "F", "F"], "positions_angstrom": [[-1.986, 0.929, -0.671], [0.269, 1.036, 0.190], [2.577, 0.446, 0.883], [0.577, -1.077, -0.917], [2.565, -0.472, 1.334], [-1.275, 1.861, -0.252], [-2.975, 1.288, -0.351], [-1.896, -0.081, -0.259], [-1.963, 0.925, -1.771], [0.580, -1.765, -0.157], [1.446, -1.166, -1.449], [-0.187, -1.320, -1.555], [3.251, 0.449, 0.119], [2.873, 1.116, 1.595], [-1.452, 1.821, 2.471], [-1.608, 0.618, 3.131], [-1.930, 0.888, 4.414], [-2.666, 0.005, 2.541], [-0.310, -0.201, 2.947], [-0.123, -0.401, 1.566], [0.868, 0.567, 3.593], [0.683, 0.901, 4.885], [2.038, -0.140, 3.510], [1.090, 1.745, 2.894], [-0.376, -1.657, 3.519], [-0.469, -1.706, 4.878], [-1.436, -2.322, 2.999], [0.740, -2.346, 3.150]], "homo_lumo_gap_ev": 9.17, "charge": 1, "lumo_energy_ev": -3.62, "homo_ev": -12.795, "e_above_lowest_ev": 1.347}

---

# 3
{"formula": "C5H4", "method": "wB97M-V/def2-TZVPD", "elements": ["C", "C", "C", "C", "C", "H", "H", "H", "H"], "positions_angstrom": [[-1.453, -1.490, -2.467], [-0.930, -0.809, -1.577], [-0.268, -0.205, -0.493], [0.157, 0.348, 0.504], [0.946, 0.947, 1.554], [-1.893, -2.137, -3.180], [0.322, 1.718, 2.107], [1.162, 0.293, 2.291], [1.958, 1.334, 1.262]], "homo_lumo_gap_ev": 10.17, "charge": 0, "lumo_energy_ev": 0.90, "homo_ev": -9.271, "e_above_lowest_ev": 0.386}

---

# 4
{"formula": "C2H4N2O3", "method": "wB97M-V/def2-TZVPD", "elements": ["C", "C", "N", "N", "O", "O", "O", "H", "H", "H", "H"], "positions_angstrom": [[-1.523, 0.392, 0.891], [1.326, -0.744, -0.446], [1.109, -1.676, -1.085], [1.276, 0.681, -0.301], [1.015, -2.742, -1.618], [0.811, 1.225, -1.289], [1.755, 1.147, 0.714], [-2.473, 0.748, 1.331], [-1.183, 1.289, 0.239], [-0.637, 0.070, 1.478], [-1.475, -0.391, 0.085]], "homo_lumo_gap_ev": 9.67, "charge": 0, "lumo_energy_ev": -1.46, "homo_ev": -11.132, "e_above_lowest_ev": 8.631}

---

# 5
{"formula": "C34H42N4O3S4TeV", "method": "wB97M-V/def2-TZVPD", "elements": ["V", "N", "C", "S", "N", "N", "C", "C", "C", "C", "C", "C", "N", "H", "H", "H", "H", "H", "H", "H", "O", "S", "C", "C", "C", "C", "S", "O", "C", "C", "C", "C", "C", "C", "C", "C", "C", "C", "C", "C", "H", "H", "H", "H", "H", "H", "H", "H", "H", "H", "H", "H", "H", "H", "H", "H", "H", "H", "C", "S", "C", "O", "H", "H", "H", "H", "H", "H", "C", "C", "C", "C", "C", "C", "Te", "C", "C", "C", "H", "H", "H", "H", "H", "H", "H", "H", "H", "H", "H"], "positions_angstrom": [[0.693, 0.663, 0.562], [-0.491, -2.549, 3.403], [-0.008, -1.646, 2.493], [-0.528, -0.019, 2.659], [0.789, -2.156, 1.576], [1.208, -1.263, 0.657], [2.073, -1.668, -0.222], [2.436, -0.723, -1.253], [3.296, -1.044, -2.304], [3.565, -0.090, -3.269], [2.962, 1.159, -3.168], [2.111, 1.398, -2.105], [1.850, 0.492, -1.169], [-0.817, -2.156, 4.270], [0.044, -3.401, 3.475], [2.442, -2.687, -0.208], [3.741, -2.029, -2.345], [4.234, -0.312, -4.090], [3.143, 1.934, -3.899], [1.611, 2.352, -1.977], [-0.092, -2.132, -1.810], [-0.346, -2.995, -0.625], [-1.806, -2.344, 0.253], [-3.144, -2.346, -0.471], [-3.287, -1.331, -1.618], [-3.743, 0.046, -1.128], [-2.424, 1.294, -1.024], [-1.383, 0.549, -0.261], [-1.880, 1.321, -2.730], [-0.792, 0.561, -3.124], [-0.379, 0.620, -4.447], [-1.047, 1.432, -5.350], [-2.134, 2.195, -4.939], [-2.551, 2.149, -3.619], [-1.083, -4.506, -1.270], [-1.282, -4.628, -2.633], [-1.830, -5.799, -3.138], [-2.167, -6.835, -2.281], [-1.952, -6.707, -0.914], [-1.401, -5.543, -0.404], [-1.500, -1.329, 0.528], [-1.843, -2.931, 1.174], [-3.913, -2.147, 0.283], [-3.353, -3.346, -0.856], [-4.022, -1.702, -2.336], [-2.346, -1.251, -2.160], [-4.127, -0.009, -0.106], [-4.525, 0.499, -1.740], [-0.299, -0.089, -2.415], [0.466, 0.023, -4.764], [-0.721, 1.476, -6.380], [-2.648, 2.834, -5.645], [-3.382, 2.757, -3.283], [-1.005, -3.802, -3.275], [-1.990, -5.902, -4.203], [-2.592, -7.748, -2.677], [-2.208, -7.519, -0.247], [-1.221, -5.442, 0.659], [-0.703, 3.418, 2.695], [-0.560, 3.837, 0.955], [0.557, 5.234, 1.147], [0.292, 2.771, 0.328], [-1.189, 4.245, 3.211], [0.293, 3.233, 3.096], [-1.316, 2.523, 2.768], [0.040, 6.015, 1.704], [0.804, 5.596, 0.152], [1.458, 4.914, 1.672], [3.768, 7.104, 3.780], [3.531, 5.688, 3.334], [3.882, 5.272, 2.057], [3.708, 3.957, 1.639], [4.063, 3.596, 0.226], [3.189, 3.003, 2.527], [3.060, 0.948, 1.974], [2.823, 3.413, 3.820], [2.253, 2.445, 4.823], [2.989, 4.744, 4.196], [3.684, 7.802, 2.947], [4.770, 7.215, 4.201], [3.055, 7.401, 4.550], [4.288, 5.994, 1.356], [4.943, 2.951, 0.196], [4.260, 4.491, -0.366], [3.252, 3.029, -0.233], [1.521, 1.776, 4.366], [1.790, 2.979, 5.655], [3.039, 1.800, 5.221], [2.696, 5.046, 5.197]], "homo_lumo_gap_ev": [5.93, 5.87], "multiplicity": 4, "charge": 0, "lumo_energy_ev": [0.15, -0.09], "homo_ev": [-5.784, -5.959], "e_above_lowest_ev": 0.319, "s2": 3.7788}

---

# 6
{"formula": "C20H22FN3O", "method": "wB97M-V/def2-TZVPD", "elements": ["O", "C", "C", "N", "C", "C", "N", "C", "C", "C", "C", "C", "C", "F", "C", "C", "N", "C", "C", "C", "C", "C", "C", "C", "C", "H", "H", "H", "H", "H", "H", "H", "H", "H", "H", "H", "H", "H", "H", "H", "H", "H", "H", "H", "H", "H", "H"], "positions_angstrom": [[0.891, 1.611, 0.408], [1.131, 0.443, 0.652], [0.026, -0.511, 1.093], [-0.218, -1.545, 0.087], [-0.380, -1.008, -1.252], [-1.556, -0.022, -1.340], [-2.575, -0.404, -0.378], [-3.629, 0.462, -0.141], [-3.371, 1.811, 0.146], [-4.383, 2.700, 0.439], [-5.704, 2.284, 0.468], [-5.996, 0.963, 0.185], [-4.977, 0.085, -0.123], [-5.347, -1.188, -0.444], [-2.696, -1.830, -0.191], [-1.374, -2.373, 0.405], [2.366, -0.101, 0.553], [2.682, -1.496, 0.858], [4.120, -1.718, 0.363], [4.587, -0.331, 0.034], [5.836, 0.103, -0.350], [6.020, 1.452, -0.626], [4.962, 2.339, -0.521], [3.699, 1.912, -0.135], [3.525, 0.568, 0.143], [-0.862, 0.103, 1.294], [0.320, -1.011, 2.021], [-0.538, -1.861, -1.917], [0.541, -0.508, -1.559], [-1.198, 0.982, -1.112], [-1.963, -0.019, -2.364], [-2.349, 2.157, 0.156], [-4.135, 3.728, 0.658], [-6.497, 2.977, 0.702], [-7.011, 0.598, 0.177], [-3.503, -2.043, 0.506], [-2.920, -2.339, -1.141], [-1.185, -3.376, 0.005], [-1.451, -2.452, 1.490], [2.616, -1.650, 1.941], [1.960, -2.152, 0.368], [4.144, -2.350, -0.527], [4.744, -2.188, 1.123], [6.657, -0.594, -0.434], [6.994, 1.808, -0.926], [5.118, 3.384, -0.740], [2.876, 2.601, -0.054]], "homo_lumo_gap_ev": 8.48, "charge": 0, "lumo_energy_ev": 0.70, "homo_ev": -7.777, "e_above_lowest_ev": 1.830}

---

# 7
{"formula": "C35H39BaBrN5O8Sb", "method": "wB97M-V/def2-TZVPD", "elements": ["Ba", "O", "C", "O", "C", "C", "C", "C", "C", "N", "C", "O", "O", "H", "H", "H", "H", "H", "O", "C", "C", "C", "C", "C", "C", "C", "O", "N", "N", "C", "C", "C", "C", "C", "C", "N", "H", "H", "H", "H", "H", "H", "H", "H", "H", "H", "Br", "C", "C", "C", "C", "C", "N", "C", "O", "O", "H", "H", "H", "C", "C", "C", "Sb", "C", "C", "C", "C", "C", "C", "H", "H", "H", "H", "H", "H", "H", "H", "H", "H", "H", "H", "H", "H", "H", "H", "H", "H", "H", "H", "H"], "positions_angstrom": [[-0.187, 0.236, 0.424], [0.558, 3.952, 1.894], [0.453, 3.186, 0.850], [1.231, 2.305, 0.524], [-0.757, 3.385, -0.018], [-1.203, 4.586, -0.552], [-2.183, 4.528, -1.533], [-2.661, 3.295, -1.963], [-2.191, 2.163, -1.317], [-1.290, 2.222, -0.350], [-2.536, 0.756, -1.679], [-2.986, 0.629, -2.922], [-2.413, -0.170, -0.910], [1.176, 3.461, 2.559], [-0.777, 5.524, -0.224], [-2.550, 5.438, -1.988], [-3.366, 3.212, -2.777], [-3.093, -0.313, -3.126], [0.680, -2.657, -4.658], [0.572, -1.391, -5.079], [0.749, -1.139, -6.442], [0.610, 0.138, -6.945], [0.290, 1.198, -6.099], [0.136, 0.959, -4.749], [0.276, -0.323, -4.213], [0.161, -0.488, -2.742], [0.094, 0.515, -1.985], [0.112, -1.760, -2.316], [0.075, -1.884, -0.971], [-0.025, -3.077, -0.516], [0.047, -3.321, 0.916], [0.098, -4.624, 1.415], [0.246, -4.820, 2.776], [0.339, -3.715, 3.608], [0.252, -2.457, 3.029], [0.105, -2.253, 1.726], [0.432, -2.656, -3.696], [0.991, -1.974, -7.086], [0.748, 0.313, -8.005], [0.179, 2.199, -6.495], [-0.086, 1.767, -4.064], [-0.092, -3.930, -1.191], [0.034, -5.461, 0.732], [0.297, -5.822, 3.183], [0.461, -3.820, 4.676], [0.299, -1.560, 3.639], [3.349, -1.932, -0.931], [3.530, -1.049, 0.734], [4.758, -1.141, 1.373], [4.921, -0.440, 2.555], [3.871, 0.328, 3.023], [2.681, 0.332, 2.312], [2.495, -0.358, 1.180], [1.536, 1.203, 2.785], [1.866, 2.288, 3.321], [0.374, 0.766, 2.599], [5.552, -1.732, 0.942], [5.864, -0.476, 3.084], [3.955, 0.929, 3.916], [-3.347, 0.159, 5.578], [-2.519, -0.423, 4.436], [-2.880, -1.890, 4.207], [-2.583, 0.629, 2.501], [-2.708, 2.717, 3.211], [-4.049, 3.171, 3.776], [-1.578, 2.992, 4.202], [-4.674, 0.233, 1.870], [-5.739, 0.094, 2.952], [-5.090, 1.267, 0.827], [-3.283, -0.496, 6.454], [-4.401, 0.242, 5.312], [-2.986, 1.138, 5.883], [-1.461, -0.351, 4.705], [-3.950, -2.006, 4.022], [-2.635, -2.490, 5.089], [-2.348, -2.316, 3.356], [-2.512, 3.288, 2.296], [-4.281, 2.665, 4.713], [-4.871, 2.997, 3.083], [-4.020, 4.247, 3.984], [-1.828, 2.610, 5.194], [-1.398, 4.066, 4.298], [-0.644, 2.524, 3.904], [-4.564, -0.731, 1.362], [-5.839, 1.009, 3.539], [-5.517, -0.730, 3.628], [-6.715, -0.107, 2.494], [-5.211, 2.257, 1.269], [-6.047, 0.994, 0.370], [-4.354, 1.351, 0.029]], "homo_lumo_gap_ev": 7.20, "charge": 0, "lumo_energy_ev": -0.52, "homo_ev": -7.719, "e_above_lowest_ev": 2.451}

---

- charge of number 3 (C5H4)?
  0

---

- What is the formula in the sixth record?
  C20H22FN3O

---

- What is the charge in the fourth record?
  0